No. 1
Here is C32H22F15GeIrN4OS6Se as an isolated structure at a distorted geometry from the Open Molecules 2025 dataset. Energies are from ωB97M-V/def2-TZVPD.

Output
- HOMO-LUMO gap (spin up / spin down) (eV) = 7.240 / 5.152
- net charge = +1
- HOMO level (spin up / spin down) (eV) = -9.703 / -9.729
- spin multiplicity = 2
- energy above the lowest of the compared OMol25 structures with the same formula, charge and spin (kJ/mol) = 4.5
- E_tot (hartree) = -9996.51928

```
83
Properties=species:S:1:pos:R:3:forces:R:3:mulliken_charge:R:1
Ir -1.90325 0.16325 -0.88013 -1.9 -0.2 0.8 1.705
C -3.57624 2.20045 0.42473 0.0 0.0 -0.1 -0.922
C -4.63566 1.29288 -0.16841 0.0 0.0 0.1 -0.685
N -4.04720 0.43706 -1.22905 0.6 0.1 -0.2 -0.757
C -4.74954 -0.85274 -1.36977 0.0 -0.1 0.0 -0.631
C -4.46812 -1.79327 -0.19508 0.0 0.0 0.0 -0.728
S -2.79809 -1.62659 0.53312 0.3 0.4 -0.4 -0.133
C -3.16249 -0.63379 2.02775 0.0 0.0 0.1 -1.117
C -2.39645 0.67867 2.05532 0.0 -0.1 0.0 0.358
N -2.36472 1.42444 0.77623 0.3 -0.1 -0.1 -0.426
H -3.95926 2.73837 1.29533 0.0 0.0 0.0 0.438
H -3.26917 2.92911 -0.32523 0.0 0.0 0.0 0.467
H -5.45794 1.88800 -0.56897 0.0 0.0 0.0 0.496
H -5.05981 0.64076 0.59265 0.0 0.0 0.0 0.350
H -4.07823 0.92297 -2.12495 -0.1 0.0 0.0 0.406
H -4.39420 -1.30915 -2.28897 0.0 0.0 0.0 0.357
H -5.82821 -0.69697 -1.46351 0.0 0.0 0.0 0.426
H -4.54828 -2.82330 -0.53856 0.0 0.0 0.0 0.494
H -5.17711 -1.67991 0.62356 0.0 0.0 0.0 0.460
H -2.83102 -1.22541 2.87980 0.0 0.0 0.0 0.674
H -4.24087 -0.52189 2.11297 0.0 0.0 0.0 0.559
H -1.36424 0.43837 2.28281 0.0 0.1 0.0 -0.819
H -2.78021 1.31360 2.86065 0.0 0.0 0.0 0.480
H -1.59016 2.08270 0.84048 -0.1 0.0 0.0 0.019
O -3.81523 1.60598 -7.13272 0.0 0.0 0.0 -0.512
C -3.33717 1.33658 -6.07649 0.0 0.0 0.0 0.566
S -3.17948 -0.33399 -5.45640 0.1 0.1 0.0 -0.109
C -2.45640 0.11610 -3.93100 -0.1 0.0 0.0 -0.095
C -2.25514 1.42704 -3.68487 0.0 0.0 0.0 0.113
S -1.43824 1.99315 -2.24907 0.2 0.1 0.0 -0.398
S -2.74127 2.56038 -4.91655 0.0 0.0 0.0 -0.137
S -1.84112 -1.11450 -2.86784 0.7 0.0 0.3 -0.400
C 0.20061 -2.96815 -5.29408 0.0 0.0 0.0 -0.868
N 1.22353 -2.93777 -4.25776 0.0 0.0 0.0 0.230
C 1.95717 -4.03041 -3.85657 0.0 0.0 0.0 -0.569
C 2.84203 -3.59749 -2.93176 0.0 0.0 0.0 -0.479
N 2.62803 -2.24976 -2.76652 0.0 0.0 0.0 0.354
C 3.41079 -1.38638 -1.89137 0.0 0.0 0.0 -0.343
C 1.63560 -1.84460 -3.58513 0.0 0.0 0.1 -0.008
Se 0.96843 -0.11065 -3.69805 -0.1 -0.1 -0.2 0.024
H 0.62401 -3.39645 -6.20016 0.0 0.0 0.0 0.388
H -0.12239 -1.94904 -5.48570 0.0 0.0 0.0 0.245
H -0.64803 -3.56213 -4.96052 0.0 0.0 0.0 0.333
H 1.79593 -5.00984 -4.26973 0.0 0.0 0.0 0.510
H 3.59283 -4.12945 -2.37548 0.0 0.0 0.0 0.489
H 3.60545 -1.91200 -0.95945 0.0 0.0 0.0 0.186
H 2.83327 -0.48677 -1.69584 0.0 0.0 0.0 -0.230
H 4.35281 -1.12683 -2.37227 0.0 0.0 0.0 0.313
F 3.83843 1.19370 3.13491 0.0 0.0 0.0 -0.414
C 4.03234 1.66131 1.88953 0.0 0.0 0.0 0.728
C 3.05516 1.44274 0.93150 0.0 0.0 0.0 0.398
C 3.30458 1.94993 -0.33336 0.0 0.1 0.0 -0.588
F 2.41180 1.81836 -1.31791 0.0 0.0 0.0 -0.134
C 4.47760 2.62286 -0.63678 0.0 0.0 0.0 -0.043
F 4.68737 3.09616 -1.86161 0.0 0.0 0.0 -0.293
C 5.43501 2.80730 0.34600 0.0 0.0 0.0 0.713
F 6.55856 3.44829 0.06495 0.0 0.0 0.0 -0.287
C 5.21321 2.32556 1.62674 0.0 0.0 0.0 0.203
F 6.12782 2.50196 2.57362 0.0 0.0 0.0 -0.287
Ge 1.45270 0.45832 1.49922 0.2 0.0 -0.1 0.155
S 0.31059 -0.31912 -0.19055 0.1 -0.4 -0.3 0.185
C 1.97138 -1.22954 2.35883 0.0 0.1 0.1 -0.488
C 3.20820 -1.83996 2.29056 0.0 0.0 -0.1 -0.051
F 4.21433 -1.27092 1.60838 0.0 0.0 0.0 -0.412
C 3.46480 -3.06493 2.88606 0.0 0.0 0.0 0.127
F 4.66461 -3.62867 2.78529 0.0 0.0 0.0 -0.292
C 2.45480 -3.71044 3.57746 0.0 0.0 0.0 0.711
F 2.68376 -4.88287 4.14942 0.0 0.0 0.0 -0.290
C 1.19718 -3.13173 3.66025 0.0 0.0 0.0 -0.034
F 0.21899 -3.74842 4.31831 0.0 0.0 0.0 -0.289
C 0.98684 -1.91576 3.04652 0.0 0.0 0.0 0.784
F -0.24669 -1.37190 3.14477 0.0 0.0 0.0 -0.215
C 0.76101 1.69378 2.87743 -0.1 0.1 -0.2 0.631
C 0.26642 2.90813 2.43351 0.0 -0.1 0.0 -0.191
F 0.14101 3.11000 1.09907 0.0 0.0 0.0 -0.612
C -0.14003 3.92235 3.27512 0.0 0.0 0.0 0.161
F -0.63073 5.06104 2.79512 0.0 0.0 0.0 -0.308
C -0.03895 3.72532 4.64486 0.0 0.0 0.0 0.677
F -0.42138 4.67728 5.47967 0.0 0.0 0.0 -0.295
C 0.45575 2.52789 5.13343 0.0 0.0 0.0 0.259
F 0.55161 2.34075 6.44302 0.0 0.0 0.0 -0.292
C 0.84801 1.53327 4.24925 0.0 0.0 0.0 0.300
F 1.32838 0.40737 4.77997 0.0 0.0 0.0 -0.290
```
Forces are in eV/Å.

***

No. 2
Here is a 2-piece molecular cluster, H4N2O2Si overall at a distorted geometry from the Open Molecules 2025 dataset. Energies are from ωB97M-V/def2-TZVPD.

Output
- HOMO-LUMO gap (spin up / spin down) (eV) = 9.583 / 6.871
- HOMO level (spin up / spin down) (eV) = -10.925 / -8.292
- spin multiplicity = 1
- energy above the lowest of the compared OMol25 structures with the same formula, charge and spin (kJ/mol) = 440.7
- E_tot (hartree) = -551.64768

```
9
Properties=species:S:1:pos:R:3:forces:R:3:mulliken_charge:R:1
N 0.06379 0.71147 1.27220 -1.1 0.7 0.7 -0.454
N 0.72773 -0.00417 -1.50819 0.9 0.8 -1.6 0.865
O 1.94554 -0.06176 -1.43603 -1.0 -0.1 0.1 -0.542
O 0.08624 0.09633 -2.57656 0.6 -0.3 0.4 -0.506
Si -0.49626 0.00618 -0.21728 0.0 -0.8 2.4 0.139
H -0.05335 1.71652 1.65610 0.2 -2.5 -1.1 0.275
H -0.10446 -0.02209 1.99622 0.4 1.3 -0.5 0.239
H -1.80594 0.06396 -0.85678 -0.1 0.5 0.0 0.014
H -0.36328 -2.50644 1.67031 0.0 0.3 -0.4 -0.030
```
Forces are in eV/Å.

***

No. 3
Here is C14H23BBrCsF2KN3O4 as an isolated structure at a distorted geometry from the Open Molecules 2025 dataset. Energies are from ωB97M-V/def2-TZVPD.

Output
- HOMO-LUMO gap (eV) = 2.512
- HOMO level (eV) = -6.079
- spin multiplicity = 1
- E_tot (hartree) = -4430.73668

```
50
Properties=species:S:1:pos:R:3:forces:R:3:mulliken_charge:R:1
O -2.93118 1.41570 3.60500 4.7 1.4 -1.0 -0.453
B -2.50334 1.56076 2.31992 -3.3 -2.4 1.0 -0.053
O -3.27990 1.14304 1.24032 2.6 0.6 0.0 -0.445
N -1.14372 2.15600 1.95356 1.0 1.1 -0.5 0.818
C -0.97199 2.53255 0.66407 3.2 -0.7 1.0 -1.581
N 0.41018 3.01332 0.60708 -2.0 -0.6 -0.8 -0.132
C 1.02727 2.91834 1.83218 -3.0 -1.7 2.4 -0.780
C 0.01675 2.34377 2.74841 1.4 1.0 -1.8 0.582
C 0.18431 1.97312 4.24575 -0.3 -0.4 0.1 -0.783
C 0.95938 0.56287 4.53260 0.5 0.2 -0.6 -0.767
C 1.43068 -0.22140 3.27339 2.7 -0.7 -1.4 0.432
C 0.55991 -0.92356 2.33842 1.5 -0.8 -1.7 -0.063
C 1.05865 -1.65950 1.10868 1.7 1.4 2.9 -1.950
C 2.61237 -1.65221 0.82868 -3.0 2.4 1.7 -0.092
C 3.45367 -0.98308 1.80352 -2.3 0.4 0.9 -0.681
C 2.91149 -0.28013 3.00909 -1.9 -1.3 -1.8 -0.551
H -2.61146 0.55708 3.93148 -1.4 0.0 0.3 0.358
H -3.30566 0.15179 1.22780 -0.9 0.4 0.1 0.352
H -1.73563 2.47468 -0.19246 1.3 -0.6 2.0 1.087
H 0.86876 3.34301 -0.25646 -0.1 -0.6 0.8 0.291
H 2.06674 3.19103 2.07172 -0.8 -0.2 -0.5 0.455
H 0.73732 2.80983 4.74696 -0.3 -0.7 -0.6 0.423
H -0.79805 1.91083 4.77769 0.6 0.3 -0.9 0.259
H 1.87811 0.85907 5.10189 -0.8 -0.4 -0.5 0.273
H 0.36124 -0.09202 5.21573 0.2 0.7 -0.7 0.373
H -0.54285 -0.90696 2.52417 0.9 -0.3 -0.2 0.597
H 0.24705 -2.15145 0.42468 1.6 0.5 1.6 1.361
H 3.01280 -2.19940 -0.17337 -0.7 2.0 2.1 0.089
H 4.54486 -0.99224 1.61892 -0.7 0.1 0.3 0.380
H 3.63949 0.20254 3.70169 -0.8 -0.4 -0.5 0.252
O -0.82733 0.68240 -2.00565 -5.8 3.5 -1.5 -0.696
H -0.80975 1.41586 -1.36062 -0.4 -0.6 -0.5 0.536
H -1.75529 0.39506 -2.02032 -0.3 -0.3 -0.2 0.324
C 0.17017 -1.07362 -4.46603 0.2 0.1 -0.2 0.263
C -0.80615 -2.21169 -4.61720 -0.4 -0.5 0.1 0.618
O -1.43938 -2.63711 -3.67217 0.1 0.4 0.1 -0.615
N -0.96260 -2.75688 -5.85554 0.2 0.4 0.1 -0.179
C -0.30087 -2.38667 -7.09078 -0.4 -0.5 0.0 -0.803
H 0.18220 -0.75181 -3.42946 -0.4 -0.4 -0.9 -1.328
H 1.17573 -1.40141 -4.73897 0.0 0.1 -0.1 0.450
H -0.13537 -0.22916 -5.08782 0.2 0.0 0.0 0.389
H -1.63137 -3.51206 -5.87758 0.1 0.0 0.0 0.243
H -1.06014 -2.09489 -7.81945 0.2 0.1 -0.1 0.273
H 0.23868 -3.25591 -7.47148 0.1 0.2 -0.2 0.277
H 0.39606 -1.56518 -6.95024 0.0 0.0 0.1 0.323
Br 3.10844 -3.93082 -0.37320 0.5 -3.1 -1.3 -0.660
K -1.39096 4.69780 -0.28788 -1.0 2.8 -0.8 1.034
F -4.76158 0.46449 3.41319 -1.7 -1.0 -0.2 -0.794
Cs 1.02650 -0.22357 -1.27980 6.5 -2.8 1.7 1.172
F -2.57425 -2.68222 0.15989 0.5 1.0 0.0 -0.879
```
Forces are in eV/Å.

***

No. 4
Here is C2N4O3S as an isolated structure at a distorted geometry from the Open Molecules 2025 dataset. Energies are from ωB97M-V/def2-TZVPD.

Output
- HOMO-LUMO gap (spin up / spin down) (eV) = 5.349 / 7.766
- net charge = -2
- HOMO level (spin up / spin down) (eV) = 0.599 / -1.974
- spin multiplicity = 3
- energy above the lowest of the compared OMol25 structures with the same formula, charge and spin (kJ/mol) = 67.2
- E_tot (hartree) = -919.00101

```
10
Properties=species:S:1:pos:R:3:forces:R:3:mulliken_charge:R:1
C -1.57383 -0.05767 -0.12286 -2.9 1.4 -0.6 0.379
C 1.37495 -0.73644 0.82729 -1.0 -1.2 0.9 0.177
N -3.64897 0.15320 0.32862 0.3 0.0 -1.3 -0.378
N -2.54824 -0.53127 0.65474 1.2 -0.2 0.5 -0.335
N -2.05902 0.91370 -0.96068 1.2 -1.2 0.1 -0.329
N -3.35582 0.96416 -0.69446 -0.1 0.1 1.1 -0.360
O 3.25745 1.56540 -0.68115 -0.2 -0.6 0.4 -0.589
O 1.66059 -1.61707 1.52810 0.0 0.9 -0.6 -0.323
O 3.60476 -0.88840 -0.89606 0.1 -0.5 -0.3 -0.561
S 3.28814 0.23441 0.01646 1.6 1.4 -0.3 0.320
```
Forces are in eV/Å.

***

No. 5
Here is a 6-piece molecular cluster, C30H62O10 overall from the Open Molecules 2025 dataset. Energies are from ωB97M-V/def2-TZVPD.

Output
- HOMO-LUMO gap (eV) = 8.159
- SMILES string = O=C1C=CC(=O)C(COCOCCO)=C1.CCOCC.CCOCC.CCOCC.CCOCC.CCOCC
- HOMO level (eV) = -9.368
- spin multiplicity = 1
- E_tot (hartree) = -1932.50174

```
102
Properties=species:S:1:pos:R:3:forces:R:3:mulliken_charge:R:1
O 1.20658 0.43677 2.20964 -0.2 0.2 0.0 -0.573
C 0.68838 1.15699 1.37864 0.2 -0.2 0.0 0.144
C 1.02759 1.02368 -0.05889 0.0 0.1 -0.3 -0.360
C 0.60880 1.93566 -0.93838 0.1 -0.3 0.2 -0.760
C -0.17996 3.11848 -0.51042 0.0 0.2 -0.2 0.404
O -0.33146 4.05704 -1.26500 0.0 -0.1 0.1 -0.528
C -0.74552 3.11090 0.87422 0.0 -0.4 0.2 1.008
C -1.74242 4.15708 1.33356 0.2 0.1 0.1 -0.913
O -2.58567 4.71384 0.36019 -0.2 0.0 0.1 -0.390
C -3.46741 3.82446 -0.28826 0.1 0.1 0.0 -0.318
O -4.12933 2.98411 0.61493 -0.1 0.0 -0.3 -0.374
C -3.86047 1.59182 0.53188 0.0 -0.1 0.2 -0.117
C -5.12708 0.81723 0.87883 0.0 -0.2 0.0 -0.161
O -4.72697 -0.33497 1.62598 -0.2 0.1 0.0 -0.559
C -0.31067 2.18389 1.73990 -0.3 0.3 -0.1 -0.493
H 1.64451 0.17254 -0.33824 0.0 0.1 0.0 0.604
H 0.86749 1.89112 -1.99160 0.0 0.0 0.1 0.475
H -1.18236 4.99939 1.75061 -0.1 0.0 -0.1 0.402
H -2.33069 3.72049 2.14837 0.0 0.0 0.0 0.373
H -2.92322 3.24405 -1.04527 0.0 -0.1 0.1 0.374
H -4.19752 4.46479 -0.78723 0.1 0.0 0.0 0.258
H -3.09559 1.30129 1.26202 0.0 0.1 -0.1 0.168
H -3.50722 1.31994 -0.46688 0.1 0.1 0.0 0.301
H -5.79617 1.45918 1.45870 0.1 0.0 0.0 0.005
H -5.64365 0.49056 -0.03081 -0.1 0.2 0.0 0.300
H -5.52054 -0.75977 1.97047 0.1 0.0 -0.1 0.307
H -0.68862 2.15242 2.75900 0.1 0.0 -0.1 0.417
C 5.37963 -1.48151 0.49801 0.0 -0.1 -0.1 -1.125
C 3.88292 -1.48399 0.75811 0.0 0.1 0.1 0.134
O 3.09370 -1.71132 -0.39972 -0.1 0.1 0.0 -0.468
C 3.31687 -2.94397 -1.06445 0.0 -0.1 -0.1 0.037
C 3.06416 -4.16770 -0.20372 0.0 0.1 0.1 -0.960
H 5.63443 -0.74186 -0.26299 0.0 0.0 0.0 0.325
H 5.91321 -1.23427 1.41640 0.0 0.0 0.0 0.421
H 5.74123 -2.45442 0.16104 0.0 0.0 0.1 0.196
H 3.56590 -0.50503 1.11765 0.0 0.0 0.0 0.267
H 3.63016 -2.20169 1.54599 0.0 0.0 0.0 -0.024
H 4.33047 -2.97494 -1.47797 0.0 0.0 0.0 -0.130
H 2.63362 -2.94183 -1.91370 0.0 0.0 0.0 0.392
H 3.74615 -4.20990 0.64760 0.0 -0.1 0.0 0.052
H 3.20793 -5.07414 -0.79303 0.0 0.0 0.0 0.429
H 2.04384 -4.15982 0.18311 0.0 0.0 0.0 0.349
C 5.71763 -7.49960 3.60450 -0.1 0.0 0.0 -1.074
C 6.50329 -6.21638 3.39622 0.1 0.0 0.0 -0.338
O 5.72766 -5.13443 2.91362 0.0 0.1 -0.1 -0.368
C 4.65648 -4.71768 3.74198 -0.1 0.0 0.0 0.151
C 5.07984 -4.23814 5.11930 0.1 0.0 0.0 -1.265
H 5.22152 -7.79826 2.68013 0.0 0.0 0.0 0.285
H 6.39167 -8.30028 3.91097 0.0 0.0 0.0 0.410
H 4.95659 -7.39504 4.37872 0.0 0.0 0.0 0.268
H 7.26588 -6.37324 2.63301 0.0 0.0 0.0 0.331
H 7.02824 -5.93475 4.31624 0.0 0.0 0.0 0.319
H 3.90195 -5.50832 3.82459 0.0 0.0 0.0 0.314
H 4.18963 -3.89510 3.19855 0.0 0.0 0.0 -0.031
H 5.53143 -5.03488 5.71189 0.0 0.0 0.0 0.317
H 4.21070 -3.87163 5.66622 0.0 0.0 0.0 0.398
H 5.80460 -3.42728 5.03518 0.0 0.0 0.0 0.316
C -9.44076 1.22136 4.21561 0.0 0.0 -0.1 -1.043
C -8.70288 2.53706 4.03626 0.0 0.0 0.1 -0.342
O -8.03227 2.66212 2.79502 0.1 0.0 0.0 -0.386
C -8.84690 2.59957 1.63795 0.0 0.0 -0.1 -0.243
C -9.91037 3.68123 1.56385 0.0 0.0 0.1 -1.185
H -8.75746 0.37966 4.09320 0.0 0.0 0.0 0.255
H -9.87278 1.17289 5.21565 0.0 0.0 0.0 0.403
H -10.25469 1.10426 3.49907 0.0 0.0 0.0 0.265
H -7.91592 2.62124 4.78584 0.0 0.0 0.0 0.324
H -9.38265 3.38183 4.19386 0.0 0.0 0.0 0.320
H -9.30182 1.60632 1.54269 0.0 0.0 0.0 0.331
H -8.15606 2.71065 0.80139 0.0 0.0 0.0 0.310
H -10.64040 3.59695 2.36979 0.0 0.0 0.0 0.283
H -10.45100 3.60501 0.61993 0.0 0.0 0.0 0.389
H -9.45291 4.66939 1.62361 0.0 0.0 0.0 0.320
C 6.39907 -6.30427 -5.37645 0.0 0.0 0.1 -1.026
C 5.43063 -5.16956 -5.09051 0.0 0.0 -0.1 -0.350
O 5.11372 -5.01003 -3.71957 -0.1 0.0 0.1 -0.372
C 6.20041 -4.72380 -2.85840 0.1 0.0 0.1 -0.264
C 6.93475 -3.43544 -3.18783 0.0 0.0 -0.1 -1.167
H 6.01032 -7.24598 -4.98691 0.0 0.0 0.0 0.289
H 6.54132 -6.40645 -6.45284 0.0 0.0 0.0 0.389
H 7.37886 -6.13147 -4.92946 0.0 0.0 0.0 0.265
H 4.47498 -5.37221 -5.57431 0.0 0.0 0.0 0.318
H 5.80648 -4.22995 -5.51145 0.0 0.0 0.0 0.311
H 6.89913 -5.56733 -2.81982 0.0 0.0 -0.1 0.342
H 5.75566 -4.64235 -1.86578 0.0 0.0 0.0 0.233
H 7.42043 -3.47540 -4.16368 0.0 0.0 0.0 0.367
H 7.70769 -3.24881 -2.44136 0.0 0.0 0.0 0.400
H 6.24278 -2.59139 -3.18957 0.0 0.0 0.0 0.293
C -2.41412 8.01540 -2.46212 -0.1 0.0 -0.1 -1.359
C -2.39614 6.49727 -2.50739 0.1 0.0 0.1 0.380
O -3.50797 5.92511 -3.18396 -0.1 -0.1 0.0 -0.422
C -3.65031 6.27239 -4.54756 0.0 0.0 0.0 -0.338
C -2.47313 5.86707 -5.41848 0.0 0.0 0.0 -1.051
H -3.33610 8.37414 -2.00184 0.0 0.0 0.0 0.333
H -1.57004 8.37371 -1.87200 0.0 0.0 0.0 0.402
H -2.33629 8.46202 -3.45496 0.0 0.0 0.0 0.334
H -2.44919 6.10263 -1.49517 0.0 0.0 0.0 -0.017
H -1.45529 6.13240 -2.93129 0.0 0.0 0.0 0.184
H -3.85282 7.34465 -4.65464 0.0 0.0 0.0 0.314
H -4.54755 5.74778 -4.87841 0.0 0.0 0.0 0.340
H -1.55685 6.38737 -5.13799 0.0 0.0 0.0 0.271
H -2.68382 6.10659 -6.46165 0.0 0.0 0.0 0.406
H -2.28988 4.79476 -5.33777 0.0 0.0 0.0 0.273
```
Forces are in eV/Å.

***

- The highest spin multiplicity belongs to which entry?
  C2N4O3S